# 1
CH2Cl2O3 | ωB97M-V with the def2-TZVPD basis set

Structure (XYZ):
```
8
Properties=species:S:1:pos:R:3
O 1.029 0.143 0.951
C -0.016 -0.057 0.084
O -0.453 -1.308 0.064
Cl 0.793 0.071 -1.849
O -0.866 0.903 0.351
Cl -2.307 1.008 -0.476
H 1.428 1.054 0.930
H 0.391 -1.814 -0.055
```

Multiplicity: 1
Energy above the lowest of the compared OMol25 structures with the same formula, charge and spin in kcal per mole: 20.4
E_tot in hartree: -1185.33453
SMILES: OC(O)(Cl)OCl
Net charge: 0

# 2
C2H7O3Tb | ωB97M-V with the def2-TZVPD basis set

Structure (XYZ):
```
13
Properties=species:S:1:pos:R:3
O 1.346 0.212 0.733
C 1.513 1.506 1.184
C 0.194 2.146 1.598
O 0.435 3.024 2.681
H -1.303 -1.227 -2.718
H 1.964 2.136 0.392
H 2.202 1.548 2.052
H -0.518 1.351 1.886
H -0.230 2.691 0.735
H -0.390 3.202 3.139
Tb 0.230 -1.351 -0.258
O -1.130 -1.822 -1.971
H -1.726 -2.576 -2.042
```

Multiplicity: 7
Energy above the lowest of the compared OMol25 structures with the same formula, charge and spin in kcal per mole: 0.0
E_tot in hartree: -1129.87299
Net charge: +2